10
Properties=species:S:1:pos:R:3:forces:R:3:mulliken_charge:R:1 method="wB97M-V/def2-TZVPD" e_homo_ev="-6.1 / -9.9" spin_multiplicity=3 mol_weight_g_mol=100.146 s2=2.005 charge=0
C -0.46092 0.79380 0.70877 3.083 1.064 0.996 -0.6148
C -1.35429 1.67542 0.01180 -0.428 -0.277 0.210 0.4009
C 0.77468 0.51698 -0.14981 -1.615 1.054 1.812 0.2609
N -2.04055 2.39846 -0.54323 -0.548 0.602 -0.489 -0.3820
N 0.61557 -0.53540 -0.96349 -1.206 -1.626 -1.119 -0.4544
S 2.10842 1.51192 0.04774 0.962 0.479 -0.083 -0.1221
H -0.02954 1.39504 1.63522 -1.417 -1.621 -1.259 0.2804
H -0.82582 -0.22980 0.85484 -0.620 0.558 0.844 0.2391
H -0.05586 -1.25522 -0.65926 0.611 0.498 -0.181 0.1818
H 1.43261 -0.91928 -1.34024 1.179 -0.729 -0.731 0.2103